(1)
C11H27N2O11P2ReS2 | wB97M-V/def2-TZVPD

Geometry as XYZ:
```
56
Properties=species:S:1:pos:R:3:forces:R:3
Re -0.371 -0.992 0.498 0.7 0.0 -0.4
O -2.190 -0.245 -2.681 0.1 0.0 -0.1
S -2.303 -0.353 -1.274 -0.7 -0.1 0.0
O -3.510 -0.015 -0.601 0.1 0.0 -0.2
O -1.119 0.468 -0.547 0.5 -0.3 0.5
O -1.759 -1.718 -0.737 -0.4 0.1 0.1
C -1.742 -4.726 0.858 0.0 0.0 0.0
C -0.557 -4.465 1.777 0.1 0.0 0.0
O -0.218 -5.670 2.445 0.0 0.0 0.0
P 0.938 -3.970 0.846 0.0 -0.1 0.1
O 1.310 -5.007 -0.252 -0.1 0.1 -0.1
O 2.133 -3.921 1.841 0.1 -0.1 -0.1
O 0.734 -2.623 0.140 -0.1 0.3 0.1
P -0.778 -3.057 2.930 -0.1 0.3 -0.1
O -1.986 -3.496 3.829 0.0 -0.1 -0.1
O 0.519 -2.846 3.629 0.0 -0.1 0.0
O -1.255 -1.866 2.064 0.0 -0.3 0.1
H -1.520 -5.583 0.222 0.0 0.0 0.0
H -1.974 -3.864 0.235 0.0 0.0 0.0
H -2.608 -4.966 1.471 0.0 0.0 0.0
H 0.231 -5.488 3.282 0.0 0.0 0.0
H 1.856 -5.754 0.024 0.0 -0.1 0.1
H 1.841 -3.485 2.689 -0.1 0.1 0.1
H -2.077 -3.057 4.682 0.0 0.0 0.1
C -2.669 3.505 0.684 0.0 0.0 0.0
C -2.061 4.446 -0.356 0.0 0.0 0.0
C -0.651 4.070 -0.812 0.0 0.0 0.0
C 0.372 3.994 0.325 0.0 0.0 -0.1
N 0.348 2.695 1.019 0.0 0.1 0.1
C 1.147 1.665 0.903 0.1 -0.2 0.1
S 0.808 0.275 1.991 -0.3 0.3 -0.2
N 2.147 1.522 0.053 0.0 0.1 0.0
C 2.474 2.265 -1.178 0.0 0.0 0.0
C 3.100 1.297 -2.171 0.0 0.0 0.0
C 2.148 0.200 -2.649 0.0 0.0 0.0
C 0.983 0.730 -3.477 0.0 0.0 0.0
H -3.729 3.713 0.817 0.0 0.0 0.0
H -2.209 3.642 1.670 0.0 0.0 0.0
H -2.579 2.457 0.387 0.0 0.0 0.0
H -2.041 5.464 0.043 0.0 0.0 0.0
H -2.706 4.481 -1.235 0.0 0.0 0.0
H -0.299 4.808 -1.537 0.0 0.0 0.0
H -0.673 3.105 -1.328 0.0 0.0 0.0
H 0.167 4.752 1.081 0.0 0.0 0.0
H 1.382 4.175 -0.028 0.0 0.0 0.0
H -0.442 2.548 1.635 0.0 0.0 0.0
H 2.693 0.684 0.193 0.0 0.0 0.0
H 3.161 3.080 -0.949 0.0 0.0 0.0
H 1.559 2.681 -1.591 0.0 0.0 0.0
H 4.000 0.864 -1.720 0.0 0.0 0.0
H 3.442 1.876 -3.030 0.0 0.0 0.0
H 1.772 -0.373 -1.790 0.0 0.0 0.0
H 2.721 -0.518 -3.238 0.0 0.0 0.0
H 0.334 1.393 -2.900 0.0 0.0 0.0
H 0.353 -0.082 -3.837 0.0 0.0 0.0
H 1.351 1.283 -4.343 0.0 0.0 0.0
```
Positions in Å, forces in eV/Å.

As for the multiplicity: 2. The net charge is +1. The HOMO energy (alpha / beta) is -12.27 / -12.00 eV. The value obtained for the max |F| is 0.01562 Eh/bohr. As for the expectation value of S²: 0.76. For the energy above the lowest of the compared OMol25 structures with the same formula, charge and spin, the calculation gives 75.7 kJ/mol.

Mulliken population analysis, charges in e, atoms 1 to 8: atom 1 (Re): 2.17, atom 2 (O): -0.56, atom 3 (S): 1.02, atom 4 (O): -0.56, atom 5 (O): -0.30, atom 6 (O): -0.56, atom 7 (C): -1.41, atom 8 (C): 0.84

***

(2)
C11H27N5O16 | wB97M-V/def2-TZVPD

Geometry as XYZ:
```
59
Properties=species:S:1:pos:R:3:forces:R:3
C -0.056 -0.771 -3.061 0.7 -0.2 -0.7
N 0.003 -1.694 -4.237 -0.4 0.0 0.2
O 0.450 -2.805 -4.029 0.1 -0.2 0.1
O -0.436 -1.317 -5.297 0.1 0.1 -0.3
H 0.944 -0.829 -2.647 -0.2 0.1 0.3
H -0.804 -1.190 -2.402 0.0 0.2 0.2
H -0.268 0.226 -3.418 -0.3 0.0 0.1
C 1.850 4.075 2.928 -1.1 -0.2 0.3
N 0.736 4.405 1.987 0.1 0.4 -0.4
O -0.390 4.423 2.434 -0.2 -0.2 0.3
O 1.012 4.658 0.834 0.2 -0.1 -0.1
H 2.796 4.214 2.432 0.1 -0.1 0.0
H 1.627 3.058 3.248 0.4 -0.1 -0.2
H 1.650 4.697 3.796 0.4 0.2 0.0
C 3.963 -0.168 2.804 -0.2 -0.8 -0.5
N 4.892 0.890 2.341 0.0 0.3 0.1
O 4.818 1.969 2.899 -0.1 -0.1 -0.1
O 5.702 0.594 1.489 -0.1 0.1 0.0
H 4.367 -0.550 3.736 -0.2 0.2 0.2
H 3.963 -0.967 2.067 0.2 0.1 0.0
H 2.944 0.195 2.871 0.2 0.4 0.3
C -2.449 -0.182 5.097 0.0 1.1 1.1
N -2.213 0.692 3.917 -0.2 -0.3 -0.4
O -1.115 1.202 3.810 -0.1 -0.1 0.1
O -3.128 0.821 3.124 0.3 0.0 0.2
H -1.739 -0.999 5.106 -0.2 -0.3 -0.3
H -3.506 -0.398 5.168 0.1 -0.5 -0.4
H -2.212 0.436 5.970 0.1 0.0 -0.2
C 0.066 0.961 1.053 -0.4 -0.4 0.2
N 1.132 1.279 0.070 0.1 0.0 0.7
O 2.232 1.489 0.550 0.3 0.1 -0.2
O 0.886 1.239 -1.107 -0.2 0.2 -0.4
H -0.707 1.714 1.190 0.3 0.4 -0.6
H 0.563 0.839 2.004 0.0 -0.2 0.0
H -0.382 0.039 0.693 0.0 0.0 0.1
C -3.482 0.025 -5.703 -1.3 -0.6 0.1
O -2.932 -0.028 -4.386 0.8 0.0 -0.1
C -3.796 0.093 -3.392 -0.2 0.0 -0.3
O -4.987 0.187 -3.508 -0.4 0.0 0.0
O -3.132 0.094 -2.244 0.1 -0.1 0.4
C -3.955 0.200 -1.067 -0.3 -0.2 -0.5
H -4.054 -0.890 -5.897 0.2 0.0 0.1
H -2.694 0.095 -6.438 0.3 0.3 0.2
H -4.235 0.814 -5.736 0.4 0.3 -0.3
H -4.763 -0.535 -1.094 0.3 -0.2 0.0
H -4.463 1.163 -1.047 0.4 0.2 0.2
H -3.269 0.012 -0.251 -0.2 0.3 0.2
C -0.278 -4.205 -0.127 -0.2 0.3 0.5
O 1.077 -4.004 -0.503 0.3 -0.2 -0.3
C 1.527 -2.759 -0.519 -0.1 0.3 0.2
O 0.927 -1.784 -0.126 -0.1 0.0 0.0
O 2.753 -2.760 -1.003 0.1 -0.3 -0.3
C 3.443 -1.511 -1.073 0.4 0.0 0.3
H -0.944 -4.025 -0.969 0.0 0.0 -0.1
H -0.545 -3.538 0.694 0.0 0.0 -0.1
H -0.347 -5.232 0.216 0.0 -0.1 -0.1
H 2.847 -0.716 -1.512 -0.1 0.0 0.0
H 4.333 -1.716 -1.660 -0.1 0.1 -0.2
H 3.776 -1.225 -0.074 -0.2 0.1 -0.1
```
Positions in Å, forces in eV/Å.

The SMILES is C[N+](=O)[O-].C[N+](=O)[O-].C[N+](=O)[O-].C[N+](=O)[O-].C[N+](=O)[O-].COC(=O)OC.COC(=O)OC. The HOMO energy is -10.72 eV. The value obtained for the max |F| is 0.02957 Eh/bohr. For the energy above the lowest of the compared OMol25 structures with the same formula, charge and spin, the calculation gives 0.0 kJ/mol.

Mulliken population analysis, charges in e, atoms 1 to 8: atom 1 (C): -0.23, atom 2 (N): 0.97, atom 3 (O): -0.61, atom 4 (O): -0.58, atom 5 (H): -0.03, atom 6 (H): 0.15, atom 7 (H): 0.34, atom 8 (C): -0.67

***

(3)
C11H28AlNO6P | wB97M-V/def2-TZVPD

Geometry as XYZ:
```
48
Properties=species:S:1:pos:R:3:forces:R:3
C 2.148 -0.616 3.341 0.4 -0.6 -0.1
O 0.941 -0.546 2.475 0.8 1.9 1.3
C 0.337 0.824 2.557 0.3 0.8 -0.7
C -0.784 1.108 1.391 -0.5 -2.1 -0.5
C -0.199 0.703 -0.086 -0.9 0.7 -0.2
Al 1.466 1.837 -0.650 -0.8 -2.5 -0.7
C 1.402 1.924 -2.698 0.2 0.4 -0.6
C 2.744 2.542 -3.413 -1.3 1.1 -4.0
C 4.271 2.519 -2.820 0.3 -0.3 -1.2
N 2.577 3.112 -4.679 -0.1 -2.2 4.9
P 1.539 3.935 0.340 3.9 3.8 1.2
O 3.040 4.367 0.704 -4.6 -1.4 -0.9
O 1.001 5.129 -0.855 1.3 -1.1 1.0
O 0.502 4.142 1.724 1.2 -0.3 -0.8
H 2.753 0.385 3.394 -1.3 -1.7 -0.3
H 2.880 -1.435 2.878 -1.8 1.7 1.0
H 1.855 -0.932 4.440 0.5 0.6 -2.1
H -0.116 0.986 3.627 0.9 -0.2 -1.9
H 1.246 1.562 2.332 -1.9 -1.3 0.7
H -1.204 2.200 1.362 1.2 -2.0 0.4
H -1.729 0.402 1.578 1.9 1.4 0.0
H -1.030 0.990 -0.891 1.4 -0.8 1.7
H 0.063 -0.436 -0.209 -0.7 2.1 0.5
H 2.760 1.012 -0.154 0.2 0.3 0.1
H 1.140 0.822 -3.071 0.9 2.2 0.7
H 0.464 2.592 -2.979 2.0 -1.2 0.2
H 4.449 1.695 -2.007 -0.6 1.9 -1.3
H 4.979 2.228 -3.736 -1.6 0.7 1.9
H 4.634 3.601 -2.492 -1.0 -2.4 -0.4
H 1.541 2.996 -4.886 1.5 0.2 0.4
H 1.807 5.386 -1.410 -1.4 -0.7 1.5
H 0.864 3.703 2.550 -0.2 0.8 -1.7
C -4.153 -5.129 -0.627 0.0 0.0 0.3
O -3.355 -5.069 0.549 0.0 0.1 -0.5
C -2.009 -4.669 0.270 -0.2 0.3 0.6
C -1.774 -3.207 0.659 0.1 -0.1 -0.7
O -2.495 -2.320 -0.202 -0.3 -0.3 0.5
C -3.662 -1.795 0.421 0.2 0.0 -0.2
H -5.196 -5.268 -0.327 0.2 0.0 0.1
H -4.081 -4.208 -1.213 0.1 -0.1 0.0
H -3.849 -5.985 -1.238 0.0 0.0 -0.1
H -1.758 -4.841 -0.784 -0.1 0.1 0.1
H -1.357 -5.304 0.879 0.0 0.0 0.0
H -0.711 -2.976 0.533 0.0 0.0 0.1
H -2.034 -3.032 1.710 0.0 -0.1 -0.1
H -3.376 -1.080 1.200 -0.1 0.0 0.0
H -4.281 -2.587 0.852 0.0 0.0 0.0
H -4.249 -1.269 -0.336 0.2 0.0 0.0
```
Positions in Å, forces in eV/Å.

The net charge is -1. The HOMO energy is -5.17 eV. The value obtained for the max |F| is 0.10903 Eh/bohr.

Mulliken population analysis, charges in e, atoms 1 to 8: atom 1 (C): -0.64, atom 2 (O): -0.21, atom 3 (C): -0.31, atom 4 (C): 0.03, atom 5 (C): -0.24, atom 6 (Al): 0.03, atom 7 (C): -0.58, atom 8 (C): 0.49

***

(4)
C11H28IO2P2W | wB97M-V/def2-TZVPD

Geometry as XYZ:
```
45
Properties=species:S:1:pos:R:3:forces:R:3
C -0.328 -0.051 -1.838 -0.1 -0.3 -0.2
I 2.822 0.018 0.476 -0.7 -0.1 -0.1
H 0.606 0.068 -2.421 -0.2 0.0 0.0
H -0.986 0.798 -2.017 -0.1 0.1 -0.2
H -0.838 -0.957 -2.185 0.0 0.2 0.0
W 0.158 -0.071 0.142 -2.5 -0.2 1.3
P 0.207 2.392 -0.055 1.4 3.3 -0.6
C -1.307 3.098 0.675 -0.5 -0.9 0.5
C 1.570 3.297 0.772 -0.1 -0.1 0.2
H 1.492 4.369 0.497 0.1 -0.6 0.2
H 0.312 4.209 -1.654 0.0 -0.5 0.1
H 2.540 2.898 0.442 -0.2 0.3 0.0
H 1.126 2.736 -2.295 -0.3 0.2 0.1
H -1.327 2.863 1.753 -0.2 0.2 -0.4
H 1.484 3.187 1.862 0.1 0.1 -0.3
C 0.247 3.111 -1.750 0.0 -0.7 -0.2
H -1.272 4.191 0.525 0.2 -0.3 -0.1
H -0.663 2.839 -2.304 0.3 0.2 0.1
H -2.193 2.666 0.187 0.2 0.3 0.2
P 0.466 -2.521 -0.241 0.9 -2.7 -0.6
C -1.096 -3.348 0.217 -0.3 0.5 0.3
C 0.697 -3.059 -1.975 0.1 0.5 -0.1
H 2.708 -2.945 0.595 -0.2 -0.3 0.0
H 1.741 -4.448 0.461 -0.1 0.4 0.1
H 1.447 -3.305 1.819 0.1 0.0 -0.2
C 1.713 -3.385 0.756 0.2 0.2 0.1
H 1.634 -2.655 -2.375 -0.2 -0.2 0.0
H 0.722 -4.162 -1.992 0.1 0.4 0.2
H -1.050 -4.353 -0.241 0.1 0.3 0.1
H -1.951 -2.810 -0.203 -0.1 -0.2 0.1
H -0.145 -2.722 -2.597 0.3 -0.2 0.2
H -1.174 -3.405 1.310 -0.1 0.0 -0.3
C -1.557 -0.430 1.536 -2.7 -0.6 2.6
O -2.660 0.122 1.412 3.4 -0.3 -1.7
C -1.779 -1.931 4.830 0.2 0.1 -0.1
C -2.177 -0.878 3.801 -1.0 -1.0 1.6
C -2.055 0.568 4.212 -0.1 0.5 -0.2
O -1.338 -1.192 2.645 1.7 1.4 -2.8
H -0.698 -1.878 5.057 -0.5 0.0 0.0
H -2.020 -2.917 4.411 0.2 0.2 0.3
H -2.356 -1.800 5.761 0.3 0.0 -0.4
H -3.202 -1.102 3.489 0.0 0.2 0.0
H -1.008 0.899 4.305 -0.2 -0.2 -0.1
H -2.597 1.154 3.463 0.3 0.3 0.2
H -2.551 0.791 5.167 0.1 -0.4 -0.2
```
Positions in Å, forces in eV/Å.

As for the multiplicity: 3. The net charge is +3. The HOMO energy (alpha / beta) is -19.77 / -19.84 eV. The value obtained for the max |F| is 0.07436 Eh/bohr. As for the expectation value of S²: 2.10. For the energy above the lowest of the compared OMol25 structures with the same formula, charge and spin, the calculation gives 0.0 kJ/mol.

Mulliken population analysis, charges in e, atoms 1 to 8: atom 1 (C): -1.33, atom 2 (I): 0.33, atom 3 (H): 0.52, atom 4 (H): 0.39, atom 5 (H): 0.33, atom 6 (W): 1.10, atom 7 (P): 0.70, atom 8 (C): -1.08